A gas-phase ion, C6H13NO (charge +1) in a non-equilibrium geometry. Source: the OMol25 dataset; level of theory: ωB97M-V/def2-TZVPD.

Geometry as ORCA input:
```
! wB97M-V def2-TZVPD RIJCOSX def2/J DEFGRID3
* xyz 1 2
O 0.30525 1.29930 -1.05885
N 0.96925 -0.14951 0.49033
C 2.79455 -1.58053 -0.24078
C -0.04756 0.51035 -0.20342
C -2.02685 1.39541 1.02705
C -2.28123 -0.00778 -1.10388
C 2.35820 -0.14889 0.09960
C -1.47141 0.22437 0.17703
H -2.19199 1.09076 2.06497
H -2.00632 -0.93707 -1.60131
H -1.34867 2.24570 1.05257
H 2.44940 0.53077 -0.74051
H -1.51312 -0.67727 0.78592
H 2.93765 0.20656 0.96373
H 2.83453 -2.21051 0.64347
H 3.81945 -1.52247 -0.60467
H 0.71122 -0.78241 1.25404
H -3.35114 0.00646 -0.89062
H -2.10851 0.82220 -1.78428
H -2.98369 1.74152 0.65088
H 2.15101 -2.05697 -0.98127
*
```

Output
Orbital gap (alpha / beta) = 12.7 / 6.9 eV